(1)
Here is an isolated molecule of CH4ClPS2 from the OMol25 dataset. Energies are from ωB97M-V/def2-TZVPD.

Geometry (Å):
C  0.98  -0.92  0.06
P  -0.83  -0.13  0.10
S  -2.23  -0.86  1.25
S  -0.55  2.43  0.55
Cl  -1.22  0.04  -1.77
H  1.53  -0.70  -0.85
H  1.40  -0.29  0.88
H  0.92  -2.03  0.44
H  0.01  2.45  -0.65

Charge: 0
Kohn-Sham gap in eV: 8.09
Structure (SMILES): C[P@@](=S)(S)Cl

Mulliken population analysis, charges in e, atoms 1 to 8: number 1, C, carries -0.773; number 2, P, carries 0.468; number 3, S, carries -0.314; number 4, S, carries -0.278; number 5, Cl, carries -0.134; number 6, H, carries 0.321; number 7, H, carries 0.275; number 8, H, carries 0.294

---

(2)
Here is a structure of composition CH4DyF from the OMol25 dataset. Energies are from ωB97M-V/def2-TZVPD.

Geometry (Å):
F  2.56  0.72  -0.18
Dy  0.87  -0.63  0.67
H  3.48  0.53  -0.27
C  -1.44  -0.20  0.03
H  -1.94  -1.13  -0.27
H  -1.52  0.48  -0.84
H  -2.01  0.24  0.86

⟨S²⟩: 9.4909
Multiplicity: 6
Charge: +2
Kohn-Sham gap (alpha / beta) in eV: 10.17 / 8.90

List of Mulliken charges in e, atom by atom: number 1, F, carries -0.397; number 2, Dy, carries 1.846; number 3, H, carries 0.492; number 4, C, carries -1.268; number 5, H, carries 0.449; number 6, H, carries 0.431; number 7, H, carries 0.447

---

(3)
Here is a cluster of 2 separate species, CH4F2N2 in total from the OMol25 dataset. Energies are from ωB97M-V/def2-TZVPD.

Geometry (Å):
C  -0.24  -0.73  -0.07
N  0.14  -0.32  1.15
N  -0.81  0.19  -0.90
F  -0.75  -1.94  0.01
F  1.71  -0.95  -1.15
H  0.51  0.54  1.25
H  0.32  -0.96  1.97
H  -1.49  -0.17  -1.54
H  -0.13  0.85  -1.27

Charge: 0
Kohn-Sham gap in eV: 9.91

Mulliken population analysis, charges in e, atoms 1 to 8: number 1, C, carries 0.764; number 2, N, carries -0.330; number 3, N, carries -0.450; number 4, F, carries -0.194; number 5, F, carries -0.735; number 6, H, carries 0.170; number 7, H, carries 0.243; number 8, H, carries 0.238

---

(4)
Here is a cluster of 2 separate species, CH4F3NO2SSi in total from the OMol25 dataset. Energies are from ωB97M-V/def2-TZVPD.

Geometry (Å):
C  -1.40  -1.49  -0.26
N  1.27  0.41  -0.53
O  -1.87  1.19  0.21
O  -1.57  0.47  -2.10
F  -1.08  -1.85  0.96
F  -0.61  -2.14  -1.00
F  -2.65  -1.85  -0.48
Si  1.74  1.11  0.98
S  -1.12  0.41  -0.72
H  1.69  -0.29  -1.14
H  1.38  0.64  2.39
H  0.93  2.46  1.05
H  3.30  0.95  0.65

Charge: 0
Kohn-Sham gap (alpha / beta) in eV: 7.85 / 7.85

Mulliken population analysis, charges in e, atoms 1 to 8: number 1, C, carries 0.741; number 2, N, carries -0.360; number 3, O, carries -0.449; number 4, O, carries -0.504; number 5, F, carries -0.217; number 6, F, carries -0.210; number 7, F, carries -0.194; number 8, Si, carries 0.320

---

(5)
Here is an isolated molecule of CH4FIP2 from the OMol25 dataset. Energies are from ωB97M-V/def2-TZVPD.

Geometry (Å):
F  -1.81  -0.19  -0.52
C  -0.82  0.77  0.05
I  -2.05  2.28  1.14
P  0.43  -0.19  1.04
P  1.10  -1.01  -0.82
H  -0.35  1.41  -0.85
H  1.19  0.89  1.11
H  0.28  -2.07  -0.87
H  2.03  -1.89  -0.28

Charge: 0
Kohn-Sham gap in eV: 9.20
Structure (SMILES): F[C@@H](I)[PH]#[PH2]

Mulliken population analysis, charges in e, atoms 1 to 8: number 1, F, carries -0.260; number 2, C, carries -0.236; number 3, I, carries 0.001; number 4, P, carries 0.054; number 5, P, carries -0.124; number 6, H, carries 0.370; number 7, H, carries 0.059; number 8, H, carries 0.067

---

(6)
Here is a structure of composition CH4FIP2 from the OMol25 dataset. Energies are from ωB97M-V/def2-TZVPD.

Geometry (Å):
C  -1.05  0.97  0.98
F  1.68  1.70  -0.05
P  1.24  -1.20  -0.53
P  0.31  0.72  -0.15
I  -2.55  -0.49  0.14
H  -0.59  0.74  1.89
H  0.29  -1.44  -1.37
H  0.55  -1.96  0.61
H  0.12  0.96  -1.52

Charge: 0
Kohn-Sham gap in eV: 7.70

Mulliken population analysis, charges in e, atoms 1 to 8: number 1, C, carries -0.613; number 2, F, carries -0.300; number 3, P, carries -0.078; number 4, P, carries 0.412; number 5, I, carries -0.009; number 6, H, carries 0.301; number 7, H, carries 0.061; number 8, H, carries 0.102

---

(7)
Here is an isolated molecule of CH4FN from the OMol25 dataset. Energies are from ωB97M-V/def2-TZVPD.

Geometry (Å):
N  -0.02  0.86  -0.08
C  0.23  -0.45  0.07
F  -1.05  -1.16  0.45
H  -0.75  1.03  -0.77
H  0.00  1.60  0.64
H  1.14  -0.81  0.58
H  0.44  -1.08  -0.88

Charge: 0
Kohn-Sham gap in eV: 11.41
Structure (SMILES): NCF

List of Mulliken charges in e, atom by atom: number 1, N, carries -0.396; number 2, C, carries -0.119; number 3, F, carries -0.361; number 4, H, carries 0.221; number 5, H, carries 0.221; number 6, H, carries 0.279; number 7, H, carries 0.154

---

(8)
Here is a cluster of 3 separate species, CH4FN2O in total from the OMol25 dataset. Energies are from ωB97M-V/def2-TZVPD.

Geometry (Å):
C  -1.06  0.69  -1.43
N  -1.52  -0.39  -1.40
N  0.94  1.24  1.05
O  1.20  -0.12  1.28
F  -0.08  -2.16  -0.42
H  -0.10  1.41  1.13
H  0.54  -0.79  0.80
H  -1.03  -1.30  -1.01
H  1.11  1.42  0.00

Charge: -1
Kohn-Sham gap in eV: 10.49

Mulliken population analysis, charges in e, atoms 1 to 8: number 1, C, carries -0.199; number 2, N, carries -0.410; number 3, N, carries -0.511; number 4, O, carries -0.426; number 5, F, carries -0.819; number 6, H, carries 0.261; number 7, H, carries 0.367; number 8, H, carries 0.457

---

Repeat the eighth record exactly.
Here is a cluster of 3 separate species, CH4FN2O in total from the OMol25 dataset. Energies are from ωB97M-V/def2-TZVPD.

Geometry (Å):
C  -1.06  0.69  -1.43
N  -1.52  -0.39  -1.40
N  0.94  1.24  1.05
O  1.20  -0.12  1.28
F  -0.08  -2.16  -0.42
H  -0.10  1.41  1.13
H  0.54  -0.79  0.80
H  -1.03  -1.30  -1.01
H  1.11  1.42  0.00

Charge: -1
Kohn-Sham gap in eV: 10.49

Mulliken population analysis, charges in e, atoms 1 to 8: number 1, C, carries -0.199; number 2, N, carries -0.410; number 3, N, carries -0.511; number 4, O, carries -0.426; number 5, F, carries -0.819; number 6, H, carries 0.261; number 7, H, carries 0.367; number 8, H, carries 0.457

---

Q: Which of these has the lowest charge?
A: CH4FN2O

---

Q: charge of number 5 (CH4FIP2)?
A: 0

---

Q: Which value of charge does entry 2 give?
A: +2